C22H35NO4P2Pb | ωB97M-V/def2-TZVPD

The lowest unoccupied orbital energy comes out at -1.1134 eV. As for the energy above the lowest of the compared OMol25 structures with the same formula, charge and spin: 47.9 kJ/mol. As for the calculated total energy: -2090.37778 hartree.

Geometry (Å):
P: -1.8165 0.8790 -6.1440
P: 1.2243 -0.0460 -6.3880
C: -1.0040 0.9835 -7.8146
C: 0.2424 0.0874 -7.9512
H: -0.7421 2.0415 -7.9643
H: -1.7720 0.7133 -8.5539
H: -0.0382 -0.9382 -8.2317
H: 0.9319 0.4697 -8.7170
C: 2.2383 1.4722 -6.5024
H: 2.9916 1.4591 -5.7027
H: 1.6118 2.3676 -6.3876
H: 2.7362 1.4881 -7.4817
C: 2.4561 -1.3442 -6.6774
H: 3.0930 -1.0735 -7.5292
H: 1.9426 -2.2927 -6.8756
H: 3.0674 -1.4495 -5.7721
C: -3.1678 2.0957 -6.2478
H: -3.7494 2.0486 -5.3173
H: -3.8134 1.8637 -7.1060
H: -2.7385 3.1002 -6.3532
C: -2.7727 -0.6715 -6.4041
H: -2.1029 -1.5375 -6.4858
H: -3.3605 -0.5677 -7.3262
H: -3.4469 -0.8209 -5.5503
Pb: -0.0665 1.4137 1.1973
C: 1.4330 -0.8736 -2.9921
C: 1.5011 0.4491 -3.2076
C: 0.5424 1.4106 -3.8260
C: -0.6635 1.9319 -2.9956
C: -1.8154 0.9794 -2.9412
C: -1.8134 -0.3473 -3.1445
C: -0.8821 -1.1896 -3.9456
C: 0.2927 -1.8086 -3.1696
C: -1.6827 0.4126 2.3554
H: 2.3148 -1.3366 -2.5329
H: 2.4071 0.9430 -2.8258
H: 0.0894 1.0151 -4.7530
H: 1.1192 2.2948 -4.1553
H: -0.3035 2.2275 -1.9903
H: -1.0312 2.8618 -3.4721
H: -2.7535 1.4309 -2.5858
H: -2.6624 -0.9138 -2.7337
H: -0.4443 -0.6459 -4.7970
H: -1.4573 -2.0071 -4.4138
H: -0.0804 -2.1998 -2.2048
H: 0.6497 -2.6899 -3.7289
H: -1.3145 -0.5281 2.7906
H: -2.5579 0.2464 1.7066
H: -1.9228 1.1301 3.1545
O: 1.1449 1.6899 3.2476
C: 1.6170 0.4955 3.1423
O: 1.4105 -0.2151 2.0850
C: 2.3356 -0.1129 4.3045
C: 3.0034 0.7073 5.2329
C: 3.4507 0.1854 6.4401
C: 3.1946 -1.1723 6.7347
C: 2.6939 -2.0384 5.7379
C: 2.2712 -1.5016 4.5243
N: 3.1417 -1.5873 8.0978
O: 3.3796 -0.7447 8.9920
O: 2.8236 -2.7687 8.3622
H: 3.1587 1.7634 5.0225
H: 3.9224 0.8092 7.1975
H: 2.5723 -3.0990 5.9630
H: 1.8656 -2.1686 3.7613

C22H35NO4P2Pb | ωB97M-V/def2-TZVPD

The lowest unoccupied orbital energy (alpha / beta) comes out at -1.1582 / -1.1582 eV. As for the energy above the lowest of the compared OMol25 structures with the same formula, charge and spin: 674.2 kJ/mol. As for the calculated total energy: -2090.13927 hartree.

Geometry (Å):
P: -0.5238 -1.6292 -4.6696
P: -0.3725 1.9842 -5.3460
C: -1.1505 -0.6478 -6.0654
C: -0.3100 0.5465 -6.4932
H: -2.1874 -0.3730 -5.8345
H: -1.1833 -1.3725 -6.8887
H: 0.7422 0.2821 -6.6987
H: -0.7131 0.9423 -7.4425
C: -1.9606 2.8111 -5.5899
H: -2.1844 3.4496 -4.7234
H: -2.7643 2.0729 -5.7298
H: -1.8965 3.4451 -6.4894
C: 0.7821 3.0387 -6.3095
H: 0.2779 3.3335 -7.2434
H: 1.6977 2.4745 -6.5467
H: 1.0659 3.9395 -5.7477
C: -1.8956 -2.2647 -3.7179
H: -1.5710 -2.7298 -2.7750
H: -2.3561 -3.0484 -4.3427
H: -2.6564 -1.4936 -3.5223
C: 0.0930 -3.0670 -5.5996
H: 0.9002 -2.7670 -6.2807
H: -0.7547 -3.4474 -6.1814
H: 0.4538 -3.8489 -4.9243
Pb: -2.4630 -0.5902 -0.4213
C: 1.7342 2.4694 -3.6325
C: 0.3339 2.0730 -3.6690
C: -0.1350 0.8522 -2.7336
C: 0.7364 -0.3935 -2.7646
C: 1.2485 -0.9320 -4.1830
C: 2.2471 -0.0105 -4.6493
C: 3.2022 0.4072 -3.5979
C: 2.7189 1.7438 -2.8619
C: -1.1108 -2.1826 0.4549
H: 1.9268 3.4927 -3.9402
H: -0.2811 2.9216 -3.2762
H: -1.2228 0.6491 -2.8907
H: -0.0968 1.2309 -1.6893
H: 1.5744 -0.1961 -2.0897
H: 0.2362 -1.2088 -2.2202
H: 1.7782 -1.8854 -4.0277
H: 2.5363 0.0555 -5.7001
H: 4.2012 0.6284 -3.9939
H: 3.2574 -0.3875 -2.8346
H: 2.2966 1.4977 -1.8806
H: 3.6159 2.3470 -2.6680
H: -0.1419 -1.6874 0.6293
H: -1.0312 -3.0015 -0.2822
H: -1.5842 -2.4986 1.4031
O: -2.6331 0.1961 1.7040
C: -1.4519 0.7405 1.7239
O: -0.7587 0.8846 0.6603
C: -0.9286 1.1130 3.0595
C: -1.8495 1.1474 4.1154
C: -1.5111 1.7359 5.3214
C: -0.1866 2.1626 5.5365
C: 0.7781 2.0543 4.5097
C: 0.4165 1.4807 3.2907
N: 0.1908 2.5810 6.8477
O: -0.7073 2.6164 7.7257
O: 1.3791 2.8900 7.0916
H: -2.8432 0.7319 3.9838
H: -2.2454 1.8504 6.1110
H: 1.7837 2.4243 4.7074
H: 1.1791 1.3351 2.5278

C22H36AgF6O20PS3 | ωB97M-V/def2-TZVPD

The lowest unoccupied orbital energy comes out at -2.5509 eV. As for the calculated total energy: -4646.95969 hartree.

Geometry (Å):
Ag: 1.9740 -2.3738 -1.5060
P: -0.5166 -0.5192 -0.9524
F: -1.8988 -1.0009 -1.5958
F: -0.7667 0.9547 -1.5360
F: -1.1541 -0.1393 0.4400
F: 0.9728 -0.1052 -0.4438
F: -0.2549 -2.0609 -0.4568
F: 0.2506 -0.9232 -2.3982
O: 2.9513 -1.8641 0.6250
C: 3.7160 -1.3726 1.4184
O: 3.2566 -0.5647 2.3789
C: 4.3099 -0.0975 3.2365
C: 5.5113 -1.0043 2.9428
C: 5.2101 -1.5111 1.5221
H: 3.9530 -0.1907 4.2579
H: 4.5539 0.9493 3.0459
H: 5.4545 -1.8587 3.6187
H: 6.4845 -0.5328 3.0114
H: 5.5282 -2.5363 1.3650
H: 5.6375 -0.8457 0.7683
O: -2.2294 -4.1022 4.8024
C: -1.3190 -3.5267 4.2875
O: -1.3677 -3.0616 3.0092
C: -0.1112 -2.4900 2.6232
C: 0.9025 -3.0753 3.6133
C: 0.0468 -3.2351 4.8635
H: -0.1248 -1.4038 2.7247
H: 0.0903 -2.8001 1.6061
H: 1.7893 -2.4496 3.7009
H: 1.2477 -4.0480 3.2519
H: 0.0452 -2.3260 5.4694
H: 0.3692 -4.0291 5.5329
O: -1.3000 -2.6915 -6.9454
C: -1.3043 -1.5614 -6.5607
O: -2.4273 -0.8119 -6.4957
C: -2.1649 0.4667 -5.9071
C: -0.6365 0.6720 -5.9565
C: -0.1530 -0.7729 -5.9698
H: -2.5028 0.4300 -4.8669
H: -2.7323 1.2492 -6.4026
H: -0.3106 1.1671 -5.0434
H: -0.3601 1.2423 -6.8393
H: 0.0309 -1.1462 -4.9609
H: 0.7792 -0.9425 -6.5068
O: -3.7020 2.0793 4.3002
C: -3.6129 2.6081 3.2295
O: -4.2872 3.7334 2.9220
C: -4.1440 4.0646 1.5243
C: -3.3886 2.9020 0.8584
C: -2.7875 2.1536 2.0399
H: -3.5706 4.9930 1.4807
H: -5.1432 4.2739 1.1496
H: -2.6573 3.3629 0.1973
H: -4.0687 2.2860 0.2727
H: -1.7781 2.5007 2.2533
H: -2.7771 1.0698 2.0116
C: -2.7174 -4.1519 -0.4496
C: -3.7428 -3.5695 0.5298
O: -4.9912 -4.1438 0.1827
S: -4.8295 -5.5123 -0.6143
O: -5.5364 -5.4362 -1.8290
O: -5.0640 -6.5833 0.2654
O: -3.2720 -5.3861 -0.9279
H: -1.7343 -4.2782 -0.0030
H: -2.5772 -3.5304 -1.3366
H: -3.7139 -2.4835 0.4929
H: -3.4690 -3.8605 1.5459
C: 1.6578 2.3768 1.2667
C: 2.4595 3.5836 1.7185
O: 1.7057 4.7163 1.3250
S: 0.1453 4.3870 1.2468
O: -0.3255 4.6885 -0.0461
O: -0.4985 4.9087 2.3857
O: 0.2930 2.8038 1.4099
H: 1.7943 1.5443 1.9513
H: 1.8422 2.0670 0.2417
H: 3.4703 3.6063 1.3167
H: 2.5557 3.5625 2.8102
C: 1.3077 2.8617 -2.4860
C: 2.3333 1.7512 -2.6335
O: 3.5682 2.3715 -2.1886
S: 3.5732 3.8948 -2.6449
O: 4.0075 3.9771 -3.9838
O: 4.1893 4.6436 -1.6204
O: 1.9923 4.1157 -2.6114
H: 0.8894 2.8492 -1.4819
H: 0.4964 2.7424 -3.1976
H: 2.4646 1.4070 -3.6622
H: 2.2130 0.8936 -1.9836

C22H36BeO3P2 | ωB97M-V/def2-TZVPD

The lowest unoccupied orbital energy comes out at -0.4460 eV. As for the energy above the lowest of the compared OMol25 structures with the same formula, charge and spin: 0.0 kJ/mol. As for the calculated total energy: -1782.96084 hartree.

Geometry (Å):
P: -0.3927 -2.2785 -2.7342
P: 0.4200 1.2129 -2.6345
C: -0.9873 -0.9681 -3.8735
C: 0.0167 0.1574 -4.1390
H: -1.9461 -0.5754 -3.4994
H: -1.2003 -1.4806 -4.8252
H: 0.9679 -0.2339 -4.5400
H: -0.3814 0.8221 -4.9155
C: -0.6575 2.6866 -3.4091
H: -0.6964 3.5312 -2.7072
H: -1.6804 2.3432 -3.6177
H: -0.2175 3.0396 -4.3517
C: 1.8954 2.2891 -3.0885
H: 1.8019 2.6867 -4.1091
H: 2.8456 1.7436 -3.0308
H: 1.9321 3.1448 -2.3996
C: -1.7796 -3.2857 -2.1791
H: -1.5255 -3.8563 -1.2756
H: -2.0396 -4.0089 -2.9677
H: -2.6757 -2.6801 -1.9852
C: 0.6191 -3.3510 -3.7959
H: 1.4935 -2.8016 -4.1758
H: 0.0158 -3.6996 -4.6470
H: 0.9587 -4.2202 -3.2147
Be: -0.2870 -1.4700 2.8514
C: 0.0306 1.8626 -0.8665
C: -1.0245 1.0065 -1.4308
C: -1.3092 -0.2818 -0.6582
C: -0.1247 -1.2227 -0.4157
C: 0.7817 -1.4548 -1.6744
C: 1.5426 -0.1568 -1.9540
C: 2.1474 0.4307 -0.6759
C: 1.1578 1.4012 0.0329
C: 0.1653 -2.9715 2.3819
H: -0.1681 2.9366 -0.8414
H: -1.9392 1.4791 -1.7975
H: -2.1235 -0.8270 -1.1601
H: -1.7406 -0.0064 0.3207
H: 0.4945 -0.8604 0.4058
H: -0.5086 -2.1817 -0.0433
H: 1.5295 -2.2266 -1.4121
H: 2.3073 -0.3264 -2.7284
H: 3.0725 0.9800 -0.9017
H: 2.4680 -0.3766 -0.0015
H: 0.7706 0.9764 0.9723
H: 1.7324 2.2813 0.3705
H: 0.5522 -3.5267 3.2494
H: 0.9667 -2.9473 1.6304
H: -0.6661 -3.5599 1.9694
O: 1.6740 1.7662 4.6501
C: 0.5216 1.7658 5.3587
C: 0.4615 2.5649 6.4948
C: -0.6747 2.5540 7.3014
C: -1.7727 1.7369 6.9808
C: -1.7372 0.9339 5.8489
C: -0.6126 0.9621 5.0054
C: -0.5265 0.0385 3.9349
O: -1.4659 -0.8419 3.6588
O: 0.5568 -0.1321 3.1973
H: 1.5630 1.1010 3.9307
H: 1.3262 3.1873 6.7441
H: -0.7092 3.1885 8.1884
H: -2.6590 1.7261 7.6229
H: -2.5597 0.2740 5.5754

- Among the records above, which one has the highest calculated total energy?
  C22H36BeO3P2

Repeat the second record exactly.
C22H35NO4P2Pb | ωB97M-V/def2-TZVPD

The lowest unoccupied orbital energy (alpha / beta) comes out at -1.1582 / -1.1582 eV. As for the energy above the lowest of the compared OMol25 structures with the same formula, charge and spin: 674.2 kJ/mol. As for the calculated total energy: -2090.13927 hartree.

Geometry (Å):
P: -0.5238 -1.6292 -4.6696
P: -0.3725 1.9842 -5.3460
C: -1.1505 -0.6478 -6.0654
C: -0.3100 0.5465 -6.4932
H: -2.1874 -0.3730 -5.8345
H: -1.1833 -1.3725 -6.8887
H: 0.7422 0.2821 -6.6987
H: -0.7131 0.9423 -7.4425
C: -1.9606 2.8111 -5.5899
H: -2.1844 3.4496 -4.7234
H: -2.7643 2.0729 -5.7298
H: -1.8965 3.4451 -6.4894
C: 0.7821 3.0387 -6.3095
H: 0.2779 3.3335 -7.2434
H: 1.6977 2.4745 -6.5467
H: 1.0659 3.9395 -5.7477
C: -1.8956 -2.2647 -3.7179
H: -1.5710 -2.7298 -2.7750
H: -2.3561 -3.0484 -4.3427
H: -2.6564 -1.4936 -3.5223
C: 0.0930 -3.0670 -5.5996
H: 0.9002 -2.7670 -6.2807
H: -0.7547 -3.4474 -6.1814
H: 0.4538 -3.8489 -4.9243
Pb: -2.4630 -0.5902 -0.4213
C: 1.7342 2.4694 -3.6325
C: 0.3339 2.0730 -3.6690
C: -0.1350 0.8522 -2.7336
C: 0.7364 -0.3935 -2.7646
C: 1.2485 -0.9320 -4.1830
C: 2.2471 -0.0105 -4.6493
C: 3.2022 0.4072 -3.5979
C: 2.7189 1.7438 -2.8619
C: -1.1108 -2.1826 0.4549
H: 1.9268 3.4927 -3.9402
H: -0.2811 2.9216 -3.2762
H: -1.2228 0.6491 -2.8907
H: -0.0968 1.2309 -1.6893
H: 1.5744 -0.1961 -2.0897
H: 0.2362 -1.2088 -2.2202
H: 1.7782 -1.8854 -4.0277
H: 2.5363 0.0555 -5.7001
H: 4.2012 0.6284 -3.9939
H: 3.2574 -0.3875 -2.8346
H: 2.2966 1.4977 -1.8806
H: 3.6159 2.3470 -2.6680
H: -0.1419 -1.6874 0.6293
H: -1.0312 -3.0015 -0.2822
H: -1.5842 -2.4986 1.4031
O: -2.6331 0.1961 1.7040
C: -1.4519 0.7405 1.7239
O: -0.7587 0.8846 0.6603
C: -0.9286 1.1130 3.0595
C: -1.8495 1.1474 4.1154
C: -1.5111 1.7359 5.3214
C: -0.1866 2.1626 5.5365
C: 0.7781 2.0543 4.5097
C: 0.4165 1.4807 3.2907
N: 0.1908 2.5810 6.8477
O: -0.7073 2.6164 7.7257
O: 1.3791 2.8900 7.0916
H: -2.8432 0.7319 3.9838
H: -2.2454 1.8504 6.1110
H: 1.7837 2.4243 4.7074
H: 1.1791 1.3351 2.5278

- Which formula does entry 3 have?
  C22H36AgF6O20PS3